[1]
{"formula": "CH6NO2", "method": "ωB97M-V/def2-TZVPD", "lumo_ev": 4.7, "relative_energy_kcal_mol": 18.85, "homo_lumo_gap_ev": 7.35, "max_force_ev_per_a": 1.6, "homo_energy_ev": -2.682, "total_charge": -1, "elements": ["O", "H", "N", "C", "O", "H", "H", "H", "H", "H"], "xyz": [[-2.109696, -0.699161, -0.986890], [-2.001784, 0.141956, -1.441255], [0.000491, -0.675626, 0.822353], [1.158345, -0.090183, 0.402885], [1.041332, 1.320909, -0.246980], [-1.257446, -0.789675, -0.430594], [-0.510416, -0.080111, 1.474547], [1.991901, 0.087991, 1.109947], [1.599047, -0.625552, -0.449497], [0.088226, 1.409452, -0.254516]], "atomic_forces_ev_per_a": [[0.12, -0.08, -0.12], [0.06, -0.07, 0.05], [-1.03, -0.05, -0.54], [1.04, 0.65, -1.01], [0.07, -0.34, 0.51], [-0.13, 0.12, 0.29], [0.42, -0.04, 0.38], [-0.17, 0.15, 0.31], [-0.03, -0.44, 0.22], [-0.35, 0.10, -0.09]]}

[2]
{"formula": "C26H31N5O2S", "method": "ωB97M-V/def2-TZVPD", "smiles": "CNC(=O)[C@H](Cc1c[nH]c2ccccc12)NC(C)=O.CNCc1sc(-c2ccccc2)nc1C", "lumo_ev": 0.1, "relative_energy_kcal_mol": 0.00, "homo_lumo_gap_ev": 8.32, "max_force_ev_per_a": 2.1, "homo_energy_ev": -8.231, "elements": ["C", "N", "C", "O", "C", "C", "C", "C", "N", "C", "C", "C", "C", "C", "C", "N", "C", "C", "O", "H", "H", "H", "H", "H", "H", "H", "H", "H", "H", "H", "H", "H", "H", "H", "H", "H", "C", "N", "C", "C", "S", "C", "C", "C", "C", "C", "C", "C", "N", "C", "C", "H", "H", "H", "H", "H", "H", "H", "H", "H", "H", "H", "H", "H", "H"], "xyz": [[-0.916962, 0.418799, 1.864717], [-1.207068, -0.840365, 2.550444], [-1.783207, -1.936633, 2.046191], [-1.965839, -2.907521, 2.772837], [-2.245235, -1.974340, 0.576713], [-3.681979, -1.435503, 0.465732], [-4.190873, -1.237892, -0.927586], [-5.092619, -2.022815, -1.559507], [-5.288487, -1.559600, -2.846677], [-4.507654, -0.453860, -3.112288], [-4.331548, 0.346949, -4.250166], [-3.434237, 1.427690, -4.192617], [-2.726506, 1.691274, -3.005791], [-2.909301, 0.879119, -1.869968], [-3.804538, -0.213099, -1.893861], [-2.174829, -3.353743, 0.067477], [-1.930160, -3.814555, -1.160500], [-1.738220, -2.887803, -2.347490], [-1.838939, -5.017772, -1.345382], [-1.840362, 0.881001, 1.512676], [-0.250602, 0.243097, 1.019900], [-0.423316, 1.104862, 2.555696], [-0.925589, -0.924580, 3.516144], [-1.577993, -1.335550, 0.004585], [-3.734342, -0.470034, 0.969515], [-4.354285, -2.112705, 0.995510], [-5.565199, -2.894344, -1.120684], [-5.918954, -1.996149, -3.504278], [-4.879234, 0.136972, -5.156299], [-3.288868, 2.058548, -5.059334], [-2.039191, 2.525672, -2.967560], [-2.360916, 1.090750, -0.965738], [-2.261505, -4.072462, 0.773146], [-1.447107, -1.888867, -2.042078], [-2.672155, -2.839604, -2.901887], [-0.967228, -3.308142, -2.990621], [4.941025, 4.669542, -0.542666], [5.032442, 4.856466, 0.915914], [3.884427, 4.468009, 1.754189], [3.695435, 2.973886, 1.771456], [2.827225, 2.139826, 0.510414], [3.071403, 0.625781, 1.369575], [2.567384, -0.662972, 0.848946], [2.756962, -1.855255, 1.571219], [2.267266, -3.075034, 1.088617], [1.587810, -3.125731, -0.130340], [1.404546, -1.954647, -0.867285], [1.886523, -0.734823, -0.383425], [3.714883, 0.755438, 2.509760], [4.078310, 2.076691, 2.745076], [4.832226, 2.399194, 4.004984], [4.069884, 5.195654, -0.945381], [5.839639, 5.064313, -1.026022], [4.860659, 3.609253, -0.797090], [5.322477, 5.810678, 1.130648], [4.049232, 4.832783, 2.772081], [2.969441, 4.946306, 1.388184], [3.285251, -1.832593, 2.521062], [2.412591, -3.983479, 1.666348], [1.212035, -4.074481, -0.505809], [0.901467, -1.996222, -1.827499], [1.729458, 0.150560, -0.991563], [5.178772, 3.434257, 4.017698], [5.706295, 1.747693, 4.086357], [4.189980, 2.232107, 4.873585]], "atomic_forces_ev_per_a": [[-0.12, -0.41, -0.04], [0.41, 1.21, -0.12], [-0.38, -1.37, 0.24], [-0.10, -0.07, -0.44], [0.00, -0.33, -0.43], [-0.21, 0.48, 0.02], [0.56, 0.54, -0.38], [0.25, 0.26, -0.03], [-0.76, -0.69, -0.79], [0.46, 0.02, 1.21], [0.34, 0.35, 0.24], [-0.50, -0.93, 0.60], [-0.44, -0.83, 0.57], [-0.21, 0.05, -0.64], [0.40, 0.57, -0.41], [-0.08, 1.35, 1.56], [0.56, -0.52, -1.30], [0.06, 0.13, 0.55], [-0.10, -0.41, -0.03], [0.05, 0.12, -0.02], [0.04, 0.13, -0.04], [-0.09, -0.17, -0.07], [-0.12, -0.11, -0.10], [0.11, 0.03, -0.24], [0.01, 0.11, 0.26], [0.10, -0.03, 0.09], [-0.17, 0.10, -0.51], [0.18, 0.15, 0.15], [-0.05, 0.00, -0.12], [-0.04, -0.06, -0.01], [0.01, -0.02, 0.05], [0.16, 0.12, 0.15], [0.02, 0.01, 0.12], [-0.09, 0.24, -0.14], [-0.05, 0.08, -0.06], [-0.07, -0.10, 0.06], [-0.31, 0.13, 0.74], [0.66, 0.15, 0.20], [0.36, -0.05, -0.94], [-0.13, -0.46, 0.56], [0.41, -0.43, 0.80], [0.27, 0.37, 0.67], [-0.25, -0.44, -0.38], [-0.16, -0.10, -0.12], [-0.04, 0.54, -0.16], [0.10, 0.13, 0.13], [0.25, 0.11, 0.36], [0.06, -0.42, 0.21], [-0.33, 0.47, -0.93], [-0.30, 0.05, -0.70], [-0.09, -0.02, -0.22], [-0.12, -0.03, -0.28], [-0.12, -0.06, 0.21], [0.04, 0.14, 0.10], [-0.23, -0.40, -0.10], [0.08, -0.11, -0.19], [-0.27, -0.01, 0.04], [-0.08, 0.13, -0.18], [0.00, 0.16, -0.07], [0.02, 0.15, 0.05], [0.05, 0.06, 0.11], [0.07, 0.04, 0.11], [-0.06, -0.13, -0.03], [-0.13, 0.05, 0.04], [0.11, -0.03, -0.02]]}

[3]
{"formula": "C9H6O2", "method": "ωB97M-V/def2-TZVPD", "lumo_ev": 0.0, "relative_energy_kcal_mol": 119.33, "homo_lumo_gap_ev": 9.45, "max_force_ev_per_a": 14.0, "homo_energy_ev": -9.451, "elements": ["C", "C", "C", "C", "C", "C", "C", "C", "C", "H", "H", "H", "H", "H", "H", "O", "O"], "xyz": [[2.384673, 0.847220, -2.223358], [1.464399, 0.509179, -1.216137], [1.630827, -0.078436, -0.147170], [0.267393, -0.287146, 0.503894], [-0.316026, -0.844537, 1.657765], [-1.637694, -0.795059, 1.860654], [-2.406030, -0.140907, 0.840014], [-1.941307, 0.316690, -0.230269], [-0.564723, 0.330618, -0.406352], [2.083934, 1.845464, -2.500909], [2.607517, -0.917177, 0.417211], [0.579347, -1.487715, 2.531244], [-1.833286, -1.316833, 2.687666], [-3.530205, -0.041095, 1.268917], [-2.376103, 0.894171, -0.972719], [3.407491, 0.245307, -2.592227], [0.179792, 0.920255, -1.478224]], "atomic_forces_ev_per_a": [[3.54, -0.21, -1.49], [-1.25, 1.98, -5.11], [2.05, -8.64, 10.85], [1.48, 1.28, -1.53], [5.59, -2.04, 1.79], [1.61, 1.67, -3.54], [-6.39, -3.29, 9.22], [3.61, 3.36, -5.69], [1.72, -0.20, -0.30], [0.47, 0.87, -1.53], [-2.88, 3.47, -2.41], [-3.18, 2.15, -2.81], [-2.46, -1.44, 3.08], [2.38, -0.08, -1.96], [-1.93, 0.75, -1.08], [-2.64, 1.38, 0.91], [-1.71, -1.02, 1.61]]}

[4]
{"formula": "C9H26GaO2S", "method": "ωB97M-V/def2-TZVPD", "lumo_ev": 2.1, "homo_lumo_gap_ev": 5.95, "max_force_ev_per_a": 0.2, "homo_energy_ev": -3.847, "total_charge": -1, "elements": ["C", "C", "C", "Ga", "S", "H", "H", "H", "H", "H", "H", "H", "H", "H", "H", "C", "C", "C", "O", "H", "H", "H", "H", "H", "H", "H", "H", "C", "C", "C", "O", "H", "H", "H", "H", "H", "H", "H", "H"], "xyz": [[-1.700327, -3.417033, -1.870315], [-2.467343, -2.385880, -2.699179], [-3.772848, -1.938292, -2.033028], [-5.391898, -3.077969, -2.419850], [-5.058758, -5.272966, -1.583428], [-2.091953, -4.424481, -2.002250], [-0.630976, -3.428256, -2.105290], [-1.789646, -3.178780, -0.807782], [-1.806240, -1.533078, -2.902394], [-2.689266, -2.820080, -3.681422], [-3.598815, -1.845184, -0.956360], [-4.035799, -0.928777, -2.371277], [-5.582649, -3.226321, -4.013735], [-6.711762, -2.559624, -1.663820], [-4.448228, -5.730666, -2.685336], [0.941376, -1.241845, 0.294617], [0.017614, -0.064289, 0.022386], [0.419255, 1.175423, 0.803181], [-1.336448, -0.417919, 0.264098], [0.915750, -1.499597, 1.358438], [0.621162, -2.109639, -0.280520], [1.974149, -1.000099, 0.034349], [0.038259, 0.159422, -1.047344], [0.376808, 0.973525, 1.878420], [-0.250862, 2.005777, 0.583974], [1.439086, 1.485853, 0.570240], [-1.435146, -0.672368, 1.187978], [4.586352, 2.748471, 2.150667], [3.684924, 3.948547, 1.912594], [4.174454, 5.191458, 2.637124], [2.335636, 3.649481, 2.259050], [4.624212, 2.511287, 3.218109], [4.209666, 1.877408, 1.615969], [5.605670, 2.951767, 1.818058], [3.638064, 4.153771, 0.840451], [4.202991, 5.012268, 3.716017], [3.510205, 6.032390, 2.442132], [5.183185, 5.458194, 2.317075], [2.300145, 3.438100, 3.198401]], "atomic_forces_ev_per_a": [[0.07, 0.01, 0.14], [-0.01, -0.02, -0.13], [0.02, 0.01, 0.04], [-0.04, -0.02, 0.01], [-0.03, -0.06, -0.01], [-0.08, -0.01, 0.02], [0.00, -0.04, -0.14], [0.02, 0.02, 0.01], [0.01, 0.05, 0.12], [0.06, 0.03, -0.05], [-0.04, 0.02, 0.02], [-0.01, 0.01, -0.06], [0.01, -0.03, 0.00], [0.01, 0.01, 0.02], [0.01, 0.00, 0.01], [-0.01, 0.03, 0.03], [0.01, -0.07, -0.10], [0.01, -0.03, 0.04], [-0.04, 0.10, 0.05], [0.00, -0.02, 0.00], [0.00, -0.01, 0.01], [0.00, 0.00, -0.01], [0.03, 0.02, 0.01], [-0.01, 0.01, 0.00], [-0.01, -0.01, 0.01], [-0.01, 0.00, -0.01], [0.02, -0.03, 0.00], [0.01, 0.02, 0.03], [-0.04, -0.02, -0.07], [0.02, -0.03, 0.02], [0.00, 0.05, 0.03], [0.00, -0.01, 0.00], [0.00, -0.01, 0.01], [0.00, 0.00, -0.01], [0.03, 0.01, 0.00], [-0.01, 0.01, 0.00], [-0.01, 0.00, 0.01], [0.00, 0.01, -0.01], [0.01, -0.01, 0.00]]}